[1]
C28H22Cl5N3O4S2W | wB97M-V/def2-TZVPD

For the relative energy (zero: lowest compared OMol25 entry of this formula, charge and spin), the calculation gives 5.0603 eV. As for the total charge: -2. The spin multiplicity is 1. The calculation puts the gap between HOMO and LUMO (spin up / spin down) at 3.93 / 3.93 eV. The HOMO energy (spin up / spin down) comes out at -0.0068 / -0.0073 eV. Its LUMO energy (spin up / spin down) is 3.92 / 3.92 eV.

Positions of all 65 atoms, in Å:
W: 0.01 0.00 -0.03
Cl: 5.73 1.04 -1.91
Cl: 1.64 -0.99 -4.82
Cl: 3.81 1.27 0.59
Cl: -0.29 -0.80 -2.40
Cl: 4.62 -0.09 -4.61
S: -0.45 3.98 -2.25
S: -0.36 2.17 -1.11
O: 0.78 4.00 -3.02
O: -0.97 -1.39 0.36
O: -1.66 3.82 -3.04
O: -0.54 5.01 -1.23
N: 0.17 0.59 3.35
N: -1.19 0.92 1.46
N: -1.58 2.08 3.44
C: 3.12 -2.11 2.02
C: -3.59 1.06 0.92
C: -3.83 -0.25 1.63
C: -4.44 2.99 -0.29
C: -2.31 1.60 0.87
C: 2.16 -1.65 1.12
C: -2.53 2.95 5.48
C: 3.24 0.64 -0.92
C: -2.08 1.85 4.74
C: -3.02 2.76 6.76
C: 4.07 0.54 -2.03
C: -2.09 2.82 0.19
C: -2.14 0.58 5.31
C: 1.92 0.25 -0.99
C: -4.66 1.76 0.36
C: 2.10 -0.35 5.23
C: 3.09 -1.68 3.34
C: 2.12 -0.78 3.78
C: 1.42 -0.26 -2.22
C: -2.64 0.40 6.59
C: -2.47 4.34 4.89
C: 3.58 0.04 -3.23
C: -3.18 3.52 -0.38
C: -3.08 1.49 7.32
C: 1.19 -0.73 1.55
C: 1.18 -0.29 2.86
C: -0.89 1.15 2.68
C: 2.24 -0.37 -3.32
H: -2.69 -0.60 7.01
H: -3.47 1.35 8.32
H: 2.30 0.72 5.32
H: 3.83 -2.05 4.04
H: -2.26 2.59 2.88
H: -1.05 3.23 0.16
H: -3.37 3.61 7.34
H: -3.85 -0.11 2.72
H: -3.05 -0.97 1.38
H: -3.01 4.46 -0.89
H: -4.79 -0.68 1.33
H: -5.66 1.35 0.42
H: 2.16 -1.98 0.10
H: 3.88 -2.82 1.69
H: -3.15 4.42 4.03
H: -2.76 5.09 5.62
H: -1.46 4.57 4.55
H: 2.87 -0.87 5.80
H: -1.83 -0.29 4.74
H: 1.14 -0.57 5.69
H: 0.37 1.03 4.23
H: -5.28 3.51 -0.73

[2]
C28H22ClHfN7O5S | wB97M-V/def2-TZVPD

For the relative energy (zero: lowest compared OMol25 entry of this formula, charge and spin), the calculation gives 0.5566 eV. As for the total charge: 0. The spin multiplicity is 1. The calculation puts the gap between HOMO and LUMO at 6.69 eV. The HOMO energy comes out at -7.3463 eV. Its LUMO energy is -0.65 eV.

Positions of all 65 atoms, in Å:
Hf: -0.38 -0.60 0.86
Cl: -1.62 -4.62 4.04
S: -2.26 2.13 1.73
O: -1.06 -0.56 -1.13
O: -0.07 -2.65 2.07
O: -0.87 -1.16 -3.23
O: -1.94 -2.05 1.06
O: -1.54 2.89 2.78
N: -0.19 -0.17 3.11
N: 3.45 -0.32 -0.82
N: 1.08 -1.89 -0.37
N: -4.28 2.36 -4.37
N: 1.51 0.80 1.15
N: -4.55 -2.93 -5.27
N: -1.53 1.08 1.02
C: -1.32 -2.88 1.83
C: -4.56 -0.20 -4.71
C: -5.45 -0.75 -5.62
C: -1.16 -0.50 3.99
C: 2.43 2.91 4.12
C: -0.26 0.90 5.75
C: 3.05 1.00 -0.79
C: 1.39 2.79 -0.23
C: 0.70 0.80 3.43
C: 2.51 2.34 2.83
C: -3.61 -1.05 -4.16
C: 3.76 1.98 -1.56
C: 0.70 1.34 4.79
C: -1.28 0.04 5.30
C: -2.13 -4.02 2.48
C: 1.61 2.37 5.13
C: 3.32 3.31 -1.54
C: -0.55 -1.30 -2.05
C: -3.69 -2.41 -4.40
C: 1.63 1.27 2.44
C: 0.51 -2.34 -1.64
C: -5.37 -2.09 -5.92
C: 1.92 1.49 0.01
C: 4.53 -0.67 -1.51
C: 5.34 0.24 -2.20
C: 2.14 3.67 -0.97
C: -4.51 1.22 -4.48
C: 4.92 1.56 -2.26
H: -6.07 -2.60 -6.60
H: -3.14 -3.16 -3.83
H: 5.30 2.30 -2.92
H: 1.31 -2.31 -2.40
H: 6.31 -0.01 -2.66
H: -6.30 -0.17 -6.09
H: -0.10 1.19 6.80
H: -2.77 -0.70 -3.52
H: -0.04 -3.27 -1.60
H: -2.14 -4.89 1.82
H: 1.69 2.79 6.18
H: 3.23 2.68 2.11
H: 1.92 -1.34 -0.58
H: -1.81 -1.28 3.71
H: 1.75 4.69 -0.95
H: 0.53 3.16 0.39
H: 3.99 4.04 -1.97
H: 1.42 -2.76 0.05
H: 3.03 3.78 4.33
H: -3.18 -3.58 2.43
H: 4.88 -1.69 -1.33
H: -2.13 -0.21 5.92

[3]
C28H22ClINO2 | wB97M-V/def2-TZVPD

For the relative energy (zero: lowest compared OMol25 entry of this formula, charge and spin), the calculation gives 0.0000 eV. As for the total charge: +1. The spin multiplicity is 1. The calculation puts the gap between HOMO and LUMO at 6.99 eV. The HOMO energy comes out at -11.1119 eV. Its LUMO energy is -4.12 eV.

Positions of all 55 atoms, in Å:
I: -1.12 -4.22 -1.92
Cl: -1.09 -7.74 -1.94
O: 3.94 8.10 -0.93
O: 1.05 3.68 -0.07
N: -2.25 -6.76 1.39
C: 2.95 4.94 0.51
C: 1.69 4.69 -0.25
C: 1.98 6.89 -1.42
C: -1.56 -5.02 -0.04
C: -1.26 -4.26 1.10
C: 3.27 7.11 -0.72
C: 4.89 6.29 0.97
C: 1.52 7.86 -2.31
C: 0.05 5.53 -1.91
C: 4.54 4.23 2.16
C: 1.23 5.73 -1.22
C: -1.97 -6.06 2.49
C: -1.67 -1.87 0.70
C: -4.98 -7.09 -0.93
C: 5.31 5.36 1.91
C: 0.99 -1.24 1.10
C: 3.37 4.02 1.45
C: -2.07 -6.31 0.13
C: 0.33 7.66 -2.99
C: -0.75 -2.87 0.99
C: -0.40 6.50 -2.79
C: 0.59 -2.57 1.21
C: 3.71 6.09 0.27
C: -1.26 -0.54 0.60
C: -1.46 -4.79 2.37
C: -3.70 -6.82 -1.72
C: -2.47 -7.29 -0.94
C: 0.08 -0.24 0.80
H: -2.00 0.21 0.38
H: -3.66 -5.75 -1.90
H: -3.72 -7.29 -2.69
H: 4.87 3.51 2.90
H: -2.62 -7.69 1.50
H: -0.52 4.63 -1.75
H: 2.10 8.76 -2.46
H: -4.98 -6.46 -0.04
H: -2.79 -8.19 -0.42
H: -2.71 -2.12 0.54
H: -5.03 -8.13 -0.61
H: -1.33 6.35 -3.33
H: -2.14 -6.49 3.46
H: -1.24 -4.22 3.25
H: 0.39 0.79 0.73
H: 1.30 -3.34 1.44
H: 5.48 7.18 0.78
H: 2.02 -0.96 1.26
H: 6.23 5.52 2.46
H: -5.84 -6.82 -1.52
H: 2.77 3.13 1.64
H: -0.03 8.42 -3.67

[4]
C28H22F5NS | wB97M-V/def2-TZVPD

As for the total charge: 0. The spin multiplicity is 1. The SMILES is FC(F)=C(F)CCc1ccc2c(c1)Nc1ccccc1S2.Fc1ccccc1.Fc1ccccc1. The calculation puts the gap between HOMO and LUMO at 7.29 eV. The HOMO energy comes out at -8.0886 eV. Its LUMO energy is -0.79 eV.

Positions of all 57 atoms, in Å:
S: 1.26 -2.69 0.25
F: 1.41 2.69 -3.75
F: -1.64 2.63 -3.77
F: -6.59 -1.74 1.03
F: 5.27 -0.69 3.15
F: 1.14 3.32 -6.23
N: -1.44 -0.95 -0.36
C: -6.10 -0.66 0.40
C: -0.63 -1.26 -1.60
C: 0.81 -1.13 1.26
C: -0.26 -1.02 -4.50
C: 5.02 0.58 5.12
C: -0.60 -0.39 0.76
C: 5.47 -0.56 4.47
C: 0.58 2.71 -5.01
C: -4.23 0.51 -0.55
C: -0.78 2.13 -4.90
C: -1.47 1.03 -5.90
C: -1.08 -0.74 -3.09
C: -5.08 1.56 -0.92
C: -0.73 -0.43 -5.95
C: 1.64 -2.54 -2.86
C: 5.22 0.70 6.50
C: -4.74 -0.60 0.11
C: 5.86 -0.31 7.20
C: 6.31 -1.46 6.54
C: -6.44 1.49 -0.62
C: -1.04 1.01 1.57
C: -0.12 1.65 2.80
C: 0.77 -2.16 -1.52
C: 1.75 -0.56 2.51
C: 6.11 -1.58 5.17
C: 1.26 0.84 3.28
C: -6.95 0.37 0.04
C: 1.11 -1.96 -4.34
H: 2.62 -3.21 -2.76
H: -1.99 1.64 1.27
H: 4.53 1.36 4.56
H: -8.01 0.30 0.27
H: -1.50 1.53 -6.98
H: 6.02 -0.21 8.28
H: -2.61 0.89 -5.60
H: 1.90 1.33 4.16
H: -1.50 -1.17 -6.49
H: 6.82 -2.24 7.09
H: -0.40 2.65 3.37
H: -4.68 2.43 -1.43
H: -7.10 2.31 -0.90
H: 0.19 -0.35 -6.70
H: 2.73 -1.11 2.84
H: 6.44 -2.47 4.63
H: -1.81 -1.89 0.00
H: -4.09 -1.42 0.41
H: 1.73 -2.22 -5.33
H: -2.07 -0.10 -3.19
H: -3.17 0.57 -0.79
H: 4.87 1.59 7.02

What did the third record say?
C28H22ClINO2 | wB97M-V/def2-TZVPD

For the relative energy (zero: lowest compared OMol25 entry of this formula, charge and spin), the calculation gives 0.0000 eV. As for the total charge: +1. The spin multiplicity is 1. The calculation puts the gap between HOMO and LUMO at 6.99 eV. The HOMO energy comes out at -11.1119 eV. Its LUMO energy is -4.12 eV.

Positions of all 55 atoms, in Å:
I: -1.12 -4.22 -1.92
Cl: -1.09 -7.74 -1.94
O: 3.94 8.10 -0.93
O: 1.05 3.68 -0.07
N: -2.25 -6.76 1.39
C: 2.95 4.94 0.51
C: 1.69 4.69 -0.25
C: 1.98 6.89 -1.42
C: -1.56 -5.02 -0.04
C: -1.26 -4.26 1.10
C: 3.27 7.11 -0.72
C: 4.89 6.29 0.97
C: 1.52 7.86 -2.31
C: 0.05 5.53 -1.91
C: 4.54 4.23 2.16
C: 1.23 5.73 -1.22
C: -1.97 -6.06 2.49
C: -1.67 -1.87 0.70
C: -4.98 -7.09 -0.93
C: 5.31 5.36 1.91
C: 0.99 -1.24 1.10
C: 3.37 4.02 1.45
C: -2.07 -6.31 0.13
C: 0.33 7.66 -2.99
C: -0.75 -2.87 0.99
C: -0.40 6.50 -2.79
C: 0.59 -2.57 1.21
C: 3.71 6.09 0.27
C: -1.26 -0.54 0.60
C: -1.46 -4.79 2.37
C: -3.70 -6.82 -1.72
C: -2.47 -7.29 -0.94
C: 0.08 -0.24 0.80
H: -2.00 0.21 0.38
H: -3.66 -5.75 -1.90
H: -3.72 -7.29 -2.69
H: 4.87 3.51 2.90
H: -2.62 -7.69 1.50
H: -0.52 4.63 -1.75
H: 2.10 8.76 -2.46
H: -4.98 -6.46 -0.04
H: -2.79 -8.19 -0.42
H: -2.71 -2.12 0.54
H: -5.03 -8.13 -0.61
H: -1.33 6.35 -3.33
H: -2.14 -6.49 3.46
H: -1.24 -4.22 3.25
H: 0.39 0.79 0.73
H: 1.30 -3.34 1.44
H: 5.48 7.18 0.78
H: 2.02 -0.96 1.26
H: 6.23 5.52 2.46
H: -5.84 -6.82 -1.52
H: 2.77 3.13 1.64
H: -0.03 8.42 -3.67

What did the second record say?
C28H22ClHfN7O5S | wB97M-V/def2-TZVPD

For the relative energy (zero: lowest compared OMol25 entry of this formula, charge and spin), the calculation gives 0.5566 eV. As for the total charge: 0. The spin multiplicity is 1. The calculation puts the gap between HOMO and LUMO at 6.69 eV. The HOMO energy comes out at -7.3463 eV. Its LUMO energy is -0.65 eV.

Positions of all 65 atoms, in Å:
Hf: -0.38 -0.60 0.86
Cl: -1.62 -4.62 4.04
S: -2.26 2.13 1.73
O: -1.06 -0.56 -1.13
O: -0.07 -2.65 2.07
O: -0.87 -1.16 -3.23
O: -1.94 -2.05 1.06
O: -1.54 2.89 2.78
N: -0.19 -0.17 3.11
N: 3.45 -0.32 -0.82
N: 1.08 -1.89 -0.37
N: -4.28 2.36 -4.37
N: 1.51 0.80 1.15
N: -4.55 -2.93 -5.27
N: -1.53 1.08 1.02
C: -1.32 -2.88 1.83
C: -4.56 -0.20 -4.71
C: -5.45 -0.75 -5.62
C: -1.16 -0.50 3.99
C: 2.43 2.91 4.12
C: -0.26 0.90 5.75
C: 3.05 1.00 -0.79
C: 1.39 2.79 -0.23
C: 0.70 0.80 3.43
C: 2.51 2.34 2.83
C: -3.61 -1.05 -4.16
C: 3.76 1.98 -1.56
C: 0.70 1.34 4.79
C: -1.28 0.04 5.30
C: -2.13 -4.02 2.48
C: 1.61 2.37 5.13
C: 3.32 3.31 -1.54
C: -0.55 -1.30 -2.05
C: -3.69 -2.41 -4.40
C: 1.63 1.27 2.44
C: 0.51 -2.34 -1.64
C: -5.37 -2.09 -5.92
C: 1.92 1.49 0.01
C: 4.53 -0.67 -1.51
C: 5.34 0.24 -2.20
C: 2.14 3.67 -0.97
C: -4.51 1.22 -4.48
C: 4.92 1.56 -2.26
H: -6.07 -2.60 -6.60
H: -3.14 -3.16 -3.83
H: 5.30 2.30 -2.92
H: 1.31 -2.31 -2.40
H: 6.31 -0.01 -2.66
H: -6.30 -0.17 -6.09
H: -0.10 1.19 6.80
H: -2.77 -0.70 -3.52
H: -0.04 -3.27 -1.60
H: -2.14 -4.89 1.82
H: 1.69 2.79 6.18
H: 3.23 2.68 2.11
H: 1.92 -1.34 -0.58
H: -1.81 -1.28 3.71
H: 1.75 4.69 -0.95
H: 0.53 3.16 0.39
H: 3.99 4.04 -1.97
H: 1.42 -2.76 0.05
H: 3.03 3.78 4.33
H: -3.18 -3.58 2.43
H: 4.88 -1.69 -1.33
H: -2.13 -0.21 5.92